{"formula": "C24H50F12Na4O22S4", "method": "ωB97M-V with the def2-TZVPD basis set", "lumo_ev": -0.61, "homo_lumo_gap_ev": 8.39, "total_energy_ha": -6040.3169, "homo_energy_ha": -0.331, "symbols": ["Na", "Na", "Na", "Na", "C", "F", "F", "F", "S", "O", "O", "O", "C", "F", "F", "F", "S", "O", "O", "O", "C", "F", "F", "F", "S", "O", "O", "O", "C", "F", "F", "F", "S", "O", "O", "O", "C", "O", "C", "C", "O", "C", "H", "H", "H", "H", "H", "H", "H", "H", "H", "H", "C", "O", "C", "C", "O", "C", "H", "H", "H", "H", "H", "H", "H", "H", "H", "H", "C", "O", "C", "C", "O", "C", "H", "H", "H", "H", "H", "H", "H", "H", "H", "H", "C", "O", "C", "C", "O", "C", "H", "H", "H", "H", "H", "H", "H", "H", "H", "H", "C", "O", "C", "C", "O", "C", "H", "H", "H", "H", "H", "H", "H", "H", "H", "H"], "coordinates": [[10.649, -5.011, -5.221], [9.103, -1.248, -6.409], [14.176, -2.891, -5.425], [14.508, 0.293, -7.133], [12.523, -3.339, -9.099], [13.388, -4.223, -8.658], [13.084, -2.563, -10.023], [11.478, -3.970, -9.665], [11.912, -2.328, -7.714], [11.549, -3.276, -6.676], [13.074, -1.561, -7.298], [10.790, -1.548, -8.206], [14.134, -7.363, -6.466], [13.688, -6.739, -7.571], [13.345, -8.432, -6.255], [15.370, -7.801, -6.712], [14.121, -6.250, -4.998], [14.181, -7.168, -3.890], [15.254, -5.382, -5.216], [12.851, -5.544, -5.090], [10.936, -1.048, -2.232], [9.783, -0.385, -2.366], [11.900, -0.166, -1.985], [10.830, -1.859, -1.190], [11.304, -1.977, -3.764], [12.738, -2.147, -3.746], [10.554, -3.202, -3.627], [10.832, -1.105, -4.825], [17.088, -3.310, -9.281], [17.461, -2.581, -10.337], [16.059, -4.081, -9.644], [18.108, -4.103, -8.947], [16.667, -2.233, -7.870], [15.780, -1.238, -8.472], [16.045, -3.143, -6.926], [17.930, -1.699, -7.437], [8.164, -0.395, -9.807], [8.016, -0.214, -8.414], [7.752, 1.126, -8.019], [7.055, 1.090, -6.679], [7.832, 0.572, -5.616], [8.750, 1.513, -5.074], [9.172, -0.132, -10.137], [7.417, 0.168, -10.377], [7.987, -1.441, -10.058], [7.051, 1.587, -8.723], [8.674, 1.719, -7.993], [6.152, 0.489, -6.781], [6.731, 2.111, -6.431], [8.196, 2.297, -4.543], [9.372, 1.984, -5.840], [9.371, 0.997, -4.350], [13.406, 2.068, -4.344], [12.862, 1.737, -5.619], [12.569, 2.890, -6.376], [12.032, 2.516, -7.715], [12.939, 1.649, -8.382], [12.349, 1.004, -9.496], [13.757, 1.142, -3.894], [12.619, 2.483, -3.707], [14.223, 2.785, -4.451], [13.364, 3.647, -6.394], [11.755, 3.432, -5.852], [11.845, 3.400, -8.333], [11.089, 1.971, -7.575], [12.344, 1.678, -10.363], [11.324, 0.690, -9.290], [12.942, 0.132, -9.761], [10.066, -3.671, -14.349], [10.063, -4.992, -13.906], [9.312, -5.193, -12.745], [8.981, -6.652, -12.596], [10.175, -7.368, -12.513], [10.013, -8.736, -12.760], [9.066, -3.324, -14.649], [10.752, -3.598, -15.192], [10.438, -2.955, -13.595], [8.399, -4.581, -12.710], [9.901, -4.909, -11.856], [8.340, -7.015, -13.413], [8.372, -6.764, -11.677], [10.954, -9.229, -12.519], [9.776, -8.927, -13.814], [9.212, -9.169, -12.143], [10.600, -7.103, -8.060], [10.807, -7.053, -6.674], [10.034, -8.017, -5.962], [10.440, -7.990, -4.518], [10.001, -6.789, -3.893], [10.698, -6.552, -2.676], [11.112, -6.247, -8.506], [9.543, -7.015, -8.336], [11.085, -7.970, -8.523], [10.293, -9.001, -6.369], [8.962, -7.829, -6.094], [11.519, -8.129, -4.426], [9.925, -8.828, -4.027], [10.317, -5.622, -2.249], [11.778, -6.460, -2.807], [10.454, -7.304, -1.915], [12.956, -6.899, -11.033], [12.852, -6.129, -12.204], [13.925, -5.210, -12.290], [13.712, -4.260, -13.443], [13.338, -4.901, -14.647], [14.422, -5.504, -15.311], [12.756, -6.266, -10.156], [13.980, -7.268, -10.878], [12.236, -7.709, -11.068], [14.837, -5.805, -12.455], [14.029, -4.672, -11.341], [14.638, -3.693, -13.614], [12.914, -3.549, -13.221], [15.152, -4.753, -15.642], [14.030, -6.000, -16.197], [14.909, -6.254, -14.681]], "forces_ev_per_a": [[0.64, 0.08, -0.12], [0.48, -0.03, -0.18], [0.12, -0.83, -0.23], [-0.26, -0.34, -0.47], [-0.47, 0.08, -0.35], [0.12, -0.08, -0.02], [0.08, 0.02, -0.06], [0.17, -0.05, 0.04], [0.04, 0.38, 1.66], [-0.43, -0.56, -0.34], [0.18, 0.33, -0.24], [-0.05, -0.02, -0.19], [-0.01, 0.04, -0.12], [0.09, -0.11, 0.14], [0.08, 0.03, -0.12], [-0.17, -0.03, 0.02], [0.20, -0.07, 0.39], [0.09, -0.07, -0.01], [-0.10, 0.18, 0.06], [-0.46, 0.36, -0.15], [0.00, -0.09, 0.10], [-0.22, 0.13, 0.03], [0.14, 0.32, 0.03], [0.03, -0.14, 0.16], [0.36, -0.43, -0.65], [0.33, 0.17, 0.04], [-0.47, -0.28, -0.06], [-0.46, 0.43, -0.06], [0.31, -0.22, -0.03], [-0.05, 0.03, -0.10], [-0.07, 0.04, -0.08], [-0.08, -0.07, -0.05], [0.54, 0.26, 0.34], [-0.45, 0.24, 0.32], [-0.62, 0.37, 0.04], [0.01, 0.11, -0.07], [0.08, -0.20, -0.52], [-0.22, 0.07, 0.41], [-0.15, -0.35, -0.08], [-0.28, 0.75, 0.04], [0.29, -0.44, -0.29], [-0.30, 0.39, 0.39], [-0.04, 0.08, -0.01], [0.08, 0.21, 0.19], [0.16, -0.07, 0.29], [0.12, 0.08, -0.06], [0.01, -0.02, -0.07], [0.10, -0.20, 0.16], [0.04, -0.08, 0.00], [0.03, 0.00, -0.13], [0.05, -0.11, -0.03], [0.11, -0.12, -0.12], [-0.41, -0.16, -0.09], [0.87, -0.02, -0.40], [-0.98, 0.94, 1.03], [0.14, -0.67, -0.54], [0.07, -0.05, 0.43], [0.06, 0.25, -0.74], [0.04, 0.00, 0.03], [0.10, 0.10, 0.04], [0.05, 0.00, 0.10], [0.46, -0.53, -0.22], [0.04, -0.06, -0.19], [-0.06, 0.10, 0.13], [-0.03, 0.05, -0.02], [-0.05, -0.01, 0.11], [0.05, -0.09, 0.17], [0.05, -0.03, 0.16], [0.27, 0.65, -0.03], [-0.27, -0.08, -0.23], [0.33, 0.11, 0.64], [-0.65, 0.09, 0.10], [0.08, -0.11, 0.15], [-0.11, -0.24, -0.05], [0.01, -0.13, -0.04], [-0.10, -0.14, -0.06], [-0.06, -0.24, 0.13], [-0.09, -0.11, -0.26], [0.06, 0.08, -0.15], [0.24, 0.10, -0.16], [0.16, -0.08, -0.04], [-0.01, 0.00, -0.01], [-0.01, 0.03, 0.04], [0.08, -0.01, 0.01], [0.48, 0.53, -0.69], [-0.67, 0.31, 0.46], [0.73, 0.04, -0.43], [-0.54, -0.50, 0.26], [0.42, 0.15, -0.26], [-0.42, 0.38, 0.94], [-0.04, 0.06, 0.21], [-0.03, -0.30, 0.07], [-0.35, -0.25, 0.19], [-0.25, -0.11, 0.09], [-0.01, -0.01, 0.01], [0.03, 0.18, 0.03], [0.21, -0.04, 0.04], [0.06, 0.09, -0.31], [-0.01, -0.20, -0.18], [0.19, -0.27, -0.31], [0.34, 0.53, 0.47], [-0.08, 0.21, -0.15], [0.01, -0.87, -0.04], [-0.12, 0.21, -0.27], [-0.03, 0.12, -0.02], [-0.07, -0.06, -0.06], [-0.12, -0.16, 0.01], [-0.12, -0.25, -0.20], [-0.01, -0.04, -0.11], [0.13, 0.24, 0.16], [0.17, 0.19, -0.12], [-0.02, 0.07, 0.19], [-0.04, -0.09, 0.05], [0.07, -0.05, 0.14], [-0.06, -0.02, 0.04], [0.11, 0.02, -0.06]], "mulliken_charge": [0.801, 0.831, 0.742, 0.834, -0.240, 0.158, -0.213, -0.237, -0.021, 0.080, 0.209, -0.176, 0.660, -0.247, -0.265, -0.228, 1.082, -0.688, -0.680, -0.415, 0.299, -0.218, -0.211, -0.203, 1.576, -0.860, -0.853, -0.645, 0.436, -0.223, -0.195, -0.203, 1.026, -0.772, -0.523, -0.626, -0.736, -0.147, -0.289, -0.742, -0.304, -0.336, 0.159, 0.376, 0.226, 0.547, 0.100, 0.335, 0.406, 0.414, 0.180, -0.134, -0.953, 0.093, -0.953, 0.452, -0.354, -0.414, 0.244, 0.301, 0.352, 0.536, 0.370, 0.431, -0.577, 0.376, 0.070, 0.025, -0.833, -0.258, 0.308, -0.805, -0.017, -0.968, 0.389, 0.262, 0.219, 0.516, -0.356, 0.406, 0.288, 0.245, 0.322, 0.368, -0.948, 0.531, -0.910, -0.401, -0.453, -0.641, -0.119, 0.433, 0.360, 0.407, 0.374, 0.261, 0.435, 0.206, 0.232, 0.360, -0.493, 0.034, 0.269, -0.629, -0.294, -0.805, 0.045, 0.384, 0.036, 0.278, -0.316, 0.422, 0.129, 0.332, 0.265, 0.284]}

{"formula": "C27H51F2NO11", "method": "ωB97M-V with the def2-TZVPD basis set", "lumo_ev": -0.32, "smiles": "O=C(F)Cc1cc2c(c(F)c1CCCO)C(=O)N(CCO)C2=O.CCO.CCO.CCO.CCO.CCO.CCO", "homo_lumo_gap_ev": 9.08, "total_energy_ha": -2141.4046, "homo_energy_ha": -0.345, "symbols": ["O", "C", "F", "C", "C", "C", "C", "C", "C", "F", "C", "C", "C", "C", "O", "C", "O", "N", "C", "C", "O", "C", "O", "H", "H", "H", "H", "H", "H", "H", "H", "H", "H", "H", "H", "H", "H", "H", "C", "C", "O", "H", "H", "H", "H", "H", "H", "C", "C", "O", "H", "H", "H", "H", "H", "H", "C", "C", "O", "H", "H", "H", "H", "H", "H", "C", "C", "O", "H", "H", "H", "H", "H", "H", "C", "C", "O", "H", "H", "H", "H", "H", "H", "C", "C", "O", "H", "H", "H", "H", "H", "H"], "coordinates": [[3.008, -0.464, 1.906], [1.909, -0.585, 1.471], [1.680, -0.613, 0.100], [0.718, -0.746, 2.469], [-0.154, 0.549, 2.616], [-1.416, 0.569, 1.821], [-2.241, 1.749, 1.971], [-1.864, 2.877, 2.859], [-0.645, 2.873, 3.634], [-0.348, 3.926, 4.451], [0.236, 1.682, 3.492], [1.567, 1.633, 4.308], [2.756, 2.497, 3.704], [2.329, 3.536, 2.607], [3.478, 4.312, 2.175], [-3.045, 3.895, 2.743], [-3.034, 5.088, 2.868], [-4.132, 3.030, 2.387], [-5.482, 3.597, 2.234], [-6.456, 2.647, 3.063], [-6.305, 1.268, 2.645], [-3.625, 2.156, 1.373], [-4.116, 1.820, 0.330], [0.045, -1.605, 2.119], [1.150, -1.095, 3.446], [-1.746, -0.267, 1.167], [1.346, 1.935, 5.366], [1.892, 0.554, 4.327], [3.496, 1.794, 3.245], [3.257, 3.065, 4.531], [1.859, 3.033, 1.719], [1.589, 4.302, 2.989], [3.592, 4.125, 1.218], [-5.562, 4.653, 2.602], [-5.823, 3.558, 1.163], [-6.096, 2.682, 4.130], [-7.535, 2.914, 2.937], [-5.977, 0.736, 3.385], [6.719, 4.611, -0.858], [5.956, 3.523, -1.587], [4.574, 3.857, -1.656], [6.323, 4.743, 0.151], [7.782, 4.367, -0.790], [6.612, 5.570, -1.371], [6.047, 2.572, -1.061], [6.340, 3.393, -2.605], [4.500, 4.696, -2.131], [-6.274, 0.042, -2.856], [-7.504, 0.442, -2.063], [-7.211, 0.466, -0.672], [-5.920, -0.942, -2.542], [-6.490, 0.014, -3.927], [-5.456, 0.747, -2.682], [-8.311, -0.275, -2.223], [-7.857, 1.434, -2.367], [-6.502, 1.109, -0.534], [0.476, -6.198, 1.642], [0.424, -4.928, 2.466], [0.036, -3.826, 1.647], [1.182, -6.090, 0.818], [0.778, -7.050, 2.256], [-0.499, -6.411, 1.200], [1.405, -4.705, 2.887], [-0.292, -5.025, 3.288], [-0.837, -4.028, 1.284], [1.277, 5.740, -3.292], [1.773, 6.384, -2.012], [3.106, 6.861, -2.178], [1.926, 4.909, -3.579], [0.259, 5.365, -3.172], [1.293, 6.457, -4.118], [1.776, 5.660, -1.197], [1.132, 7.224, -1.726], [3.098, 7.508, -2.893], [0.623, -5.373, -3.208], [-0.607, -4.973, -2.417], [-0.314, -4.946, -1.021], [0.979, -6.356, -2.893], [0.408, -5.403, -4.277], [1.441, -4.668, -3.034], [-1.413, -5.690, -2.576], [-0.960, -3.982, -2.722], [0.393, -4.303, -0.884], [3.894, -9.154, -4.148], [2.404, -8.927, -4.320], [2.166, -7.814, -5.174], [4.370, -8.266, -3.728], [4.087, -10.003, -3.488], [4.370, -9.346, -5.114], [1.937, -8.715, -3.357], [1.923, -9.811, -4.750], [2.572, -8.009, -6.027]], "forces_ev_per_a": [[-0.18, 0.05, -1.03], [0.00, -0.12, 1.06], [-0.19, 0.05, 1.85], [-1.22, -0.45, -0.74], [-1.30, 1.25, -0.26], [0.40, 2.52, 1.64], [1.78, 0.46, 1.02], [0.69, -1.21, -0.51], [-1.16, -2.04, -2.12], [-0.11, -1.47, -0.86], [-0.88, 0.02, -0.38], [-0.39, -0.36, -0.29], [-0.20, 0.23, -0.23], [-0.17, 0.45, 0.10], [-0.48, -0.92, -0.79], [1.51, -1.43, 0.59], [-0.49, -0.74, 0.19], [-0.84, 1.85, -1.51], [-1.51, -0.83, -0.12], [1.00, -0.25, 0.37], [0.07, 0.61, 0.07], [1.49, -1.16, 1.19], [-0.15, 0.30, 0.77], [0.97, 1.30, 0.34], [-0.24, 0.56, -1.10], [0.49, 0.70, 0.62], [0.18, -0.16, -0.98], [-0.27, 1.24, 0.14], [-0.54, 0.71, 0.39], [-0.36, -0.56, -0.77], [0.37, 0.27, 0.81], [0.65, -1.04, -0.18], [0.09, 0.27, 0.89], [0.39, -1.03, -0.27], [0.56, 0.10, 0.87], [-0.78, 0.39, -0.84], [0.98, 0.07, 0.23], [-0.16, 0.38, -0.33], [0.12, 0.02, 0.10], [-0.04, 0.41, -0.08], [-0.19, -0.12, 0.01], [0.04, -0.08, -0.03], [-0.02, 0.05, 0.00], [0.06, -0.06, -0.05], [-0.17, 0.02, -0.05], [0.14, -0.10, 0.05], [-0.12, -0.02, 0.17], [0.03, -0.06, -0.14], [0.41, 0.18, 0.16], [-0.16, 0.01, 0.02], [-0.09, 0.02, -0.02], [0.06, 0.01, 0.01], [-0.06, 0.04, -0.06], [0.00, 0.04, 0.16], [-0.08, -0.06, -0.19], [-0.02, -0.19, 0.13], [0.08, -0.20, 0.09], [-0.25, -0.23, -0.19], [0.02, 0.34, 0.12], [-0.02, -0.02, 0.08], [-0.02, 0.03, 0.01], [0.05, -0.02, 0.05], [-0.07, 0.18, -0.06], [0.11, -0.08, 0.10], [0.19, -0.07, -0.14], [-0.02, -0.10, -0.03], [-0.06, 0.14, -0.35], [0.24, -0.12, 0.10], [-0.06, -0.01, 0.10], [0.02, 0.02, -0.06], [-0.11, 0.03, 0.05], [0.17, 0.10, 0.00], [-0.11, -0.11, 0.07], [0.02, -0.08, 0.11], [-0.03, -0.04, -0.05], [0.39, 0.19, 0.00], [-0.24, 0.00, -0.03], [-0.09, 0.01, -0.08], [0.10, -0.03, 0.03], [-0.06, 0.05, -0.08], [0.01, 0.04, 0.18], [-0.09, -0.07, -0.15], [-0.10, -0.08, 0.11], [0.07, -0.01, 0.11], [0.28, -0.02, -0.35], [-0.15, 0.12, 0.05], [-0.08, -0.05, 0.04], [0.04, 0.01, -0.05], [-0.04, -0.11, 0.03], [-0.07, 0.11, -0.12], [0.00, -0.10, 0.18], [-0.06, 0.05, 0.11]], "mulliken_charge": [-0.468, 0.591, -0.278, -0.601, 1.179, -0.998, 0.350, 0.234, 0.288, -0.369, 0.421, -1.056, -0.445, -0.216, -0.578, 0.004, -0.577, 0.361, -0.652, -0.471, -0.492, -0.007, -0.586, 0.148, 0.341, 0.487, 0.506, 0.124, 0.154, 0.302, 0.366, 0.070, 0.292, 0.364, 0.304, 0.334, 0.315, 0.284, -0.942, -0.261, -0.447, 0.195, 0.346, 0.311, 0.296, 0.276, 0.222, -0.958, -0.229, -0.434, 0.244, 0.342, 0.289, 0.278, 0.244, 0.217, -0.964, -0.350, -0.415, 0.226, 0.395, 0.264, 0.294, 0.297, 0.253, -0.989, -0.118, -0.518, 0.247, 0.313, 0.340, 0.140, 0.319, 0.288, -0.929, -0.357, -0.391, 0.144, 0.371, 0.331, 0.291, 0.280, 0.215, -1.035, -0.186, -0.491, 0.274, 0.317, 0.325, 0.255, 0.267, 0.287]}